{
  "formula": "C21H26BrF17N3O5PS2",
  "method": "ωB97M-V/def2-TZVPD",
  "species": ["C", "C", "P", "C", "C", "C", "N", "C", "O", "C", "C", "C", "C", "Br", "N", "C", "S", "N", "C", "F", "F", "C", "F", "F", "C", "F", "F", "C", "F", "F", "C", "F", "F", "C", "F", "F", "C", "F", "F", "C", "F", "F", "F", "H", "H", "H", "H", "H", "H", "H", "H", "H", "H", "H", "H", "H", "H", "H", "H", "H", "H", "H", "H", "H", "H", "C", "C", "O", "S", "O", "O", "O", "H", "H", "H", "H"],
  "positions_angstrom": [[0.872314, 3.072115, -2.731663], [-0.108662, 2.289231, -1.871206], [0.557740, 1.983505, -0.181882], [2.131560, 1.031999, -0.391410], [3.300198, 2.031494, -0.547085], [-0.707838, 0.800402, 0.633208], [-1.967272, 1.134588, 0.024023], [-0.764162, 1.070111, 2.155240], [-0.019787, 2.175276, 2.583896], [0.918968, 1.913021, 3.574592], [0.383301, 2.022833, 5.013038], [-1.098165, 2.372128, 5.104730], [-1.562419, 2.471605, 6.553879], [-3.300417, 1.586610, 6.771472], [2.036442, 2.889061, 3.412864], [1.769983, 4.026800, 3.038902], [1.424389, 5.475950, 2.574043], [-0.190726, -0.592916, 0.419018], [-1.154179, -1.633977, 0.578091], [-2.047848, -1.324608, 1.530735], [-1.806079, -1.889585, -0.591581], [-0.421365, -2.947430, 1.009921], [0.694668, -3.050329, 0.250821], [-0.054011, -2.807390, 2.289228], [-1.246711, -4.242449, 0.770195], [-1.125986, -4.601856, -0.520909], [-2.552924, -3.932719, 0.978004], [-0.981482, -5.451994, 1.707126], [-1.325505, -5.030140, 2.947541], [-1.838673, -6.434395, 1.357850], [0.462861, -6.025946, 1.802140], [0.542457, -6.595817, 3.027542], [1.388983, -5.062166, 1.743486], [0.872414, -7.174921, 0.825084], [2.093109, -7.560834, 1.269109], [0.045941, -8.235452, 0.947781], [1.035317, -6.804988, -0.686902], [1.209430, -5.487619, -0.857396], [2.145973, -7.417337, -1.143522], [-0.125645, -7.289925, -1.609523], [0.041590, -8.606746, -1.851573], [-0.069592, -6.620343, -2.776425], [-1.323310, -7.110359, -1.046482], [1.253226, 3.949224, -2.222028], [1.712208, 2.464124, -3.048188], [0.379939, 3.425844, -3.629136], [-0.360936, 1.377607, -2.421862], [-1.021899, 2.859011, -1.765611], [2.296606, 0.365097, 0.442388], [2.095322, 0.441128, -1.305535], [3.890059, 2.102294, 0.356347], [3.923738, 1.747529, -1.385828], [2.914266, 3.018179, -0.770690], [-2.764094, 0.838480, 0.565317], [-2.035947, 0.835112, -0.933432], [-1.799778, 1.162355, 2.469478], [-0.392089, 0.161560, 2.623830], [1.372494, 0.937978, 3.436734], [0.964950, 2.724408, 5.598562], [0.520743, 1.060877, 5.501100], [-1.320577, 3.269172, 4.539925], [-1.655889, 1.568776, 4.642788], [-1.737499, 3.500244, 6.823632], [-0.886123, 1.985555, 7.237949], [0.096410, -0.641399, -0.548977], [-1.311934, 4.322119, -6.825238], [-0.220190, 4.752332, -7.783124], [0.115103, 6.079242, -7.358610], [-0.047667, 6.197933, -5.768333], [1.216700, 6.012224, -5.157417], [-0.862507, 7.319433, -5.485767], [-0.904337, 4.856252, -5.559274], [-2.276373, 4.757725, -7.092945], [-1.405205, 3.242133, -6.753575], [-0.550487, 4.770894, -8.817350], [0.666883, 4.122071, -7.691134]],
  "forces_ev_per_angstrom": [[0.0, 0.1, 0.0], [0.2, -0.8, -0.4], [0.0, 1.1, 1.0], [-0.1, 0.4, -0.7], [-0.5, -0.1, -0.1], [0.8, 0.5, -0.6], [0.0, 0.2, 0.3], [0.0, -0.8, -0.2], [-0.3, 0.1, 0.0], [1.1, 0.6, 0.4], [-0.3, -0.2, 0.3], [0.1, -0.4, 0.0], [-0.4, 0.1, -0.6], [0.1, 0.1, 0.1], [-1.0, 1.3, -0.6], [0.3, -1.3, 0.4], [0.2, 0.0, 0.0], [-1.1, 0.0, -0.1], [1.0, 0.0, 0.1], [-0.3, 0.0, 0.0], [-0.3, -0.1, 0.0], [0.3, 0.2, -0.6], [0.0, 0.1, 0.0], [-0.1, -0.1, 0.2], [-0.7, 0.3, 0.0], [0.0, 0.1, 0.3], [0.2, -0.2, 0.1], [-0.3, 0.3, 0.4], [0.1, -0.1, -0.3], [0.3, 0.2, 0.2], [-0.2, -0.8, 0.4], [0.0, 0.0, -0.2], [-0.1, 0.1, 0.0], [0.5, -0.2, 0.0], [-0.3, 0.2, -0.1], [0.2, 0.4, 0.0], [0.3, -0.3, -0.5], [0.0, 0.0, 0.2], [-0.1, 0.1, 0.0], [-0.1, -0.5, -0.3], [-0.2, 0.8, 0.0], [-0.1, -0.4, 0.7], [0.4, -0.1, -0.5], [0.1, 0.2, 0.2], [0.2, -0.1, 0.0], [-0.1, 0.1, -0.2], [-0.1, -0.2, 0.0], [-0.2, 0.1, 0.2], [-0.1, -0.2, 0.2], [-0.1, -0.4, 0.0], [0.2, 0.0, 0.2], [0.3, -0.1, 0.0], [0.0, 0.3, 0.0], [-0.1, -0.2, -0.1], [-0.1, -0.1, -0.1], [-0.3, 0.3, 0.0], [0.1, -0.1, 0.2], [0.0, -0.3, -0.2], [0.2, 0.3, -0.1], [0.1, -0.2, 0.1], [-0.1, 0.3, 0.0], [-0.2, -0.1, -0.2], [0.1, 0.2, 0.3], [0.1, -0.1, 0.2], [0.4, -0.2, -0.1], [-0.3, 0.1, -0.2], [0.2, -0.3, 0.0], [-0.3, 0.0, 0.1], [-0.1, -0.3, -0.3], [0.0, 0.1, 0.2], [0.1, 0.2, 0.0], [0.2, 0.0, -0.1], [0.0, 0.0, 0.0], [0.1, 0.0, 0.2], [0.0, 0.2, 0.0], [0.0, 0.0, 0.0]],
  "fmax_ev_per_a": 1.7,
  "smiles": "CCP(CC)[C@](N)(CO[C@H](CCCBr)N=C=S)NC(F)(F)C(F)(F)C(F)(F)C(F)(F)C(F)(F)C(F)(F)C(F)(F)C(F)(F)F.O=S1(=O)OCCO1",
  "total_charge": 0,
  "homo_energy_ev": -8.10
}